(1)
{"formula": "C18H24N4O6S", "method": "ωB97M-V with the def2-TZVPD basis set", "elements": ["S", "O", "O", "O", "O", "O", "O", "N", "N", "N", "N", "C", "C", "C", "C", "C", "C", "C", "C", "C", "C", "C", "C", "C", "C", "C", "C", "C", "C", "H", "H", "H", "H", "H", "H", "H", "H", "H", "H", "H", "H", "H", "H", "H", "H", "H", "H", "H", "H", "H", "H", "H", "H"], "positions_angstrom": [[4.4240, 0.9096, 0.4114], [-0.6694, -1.3225, 0.7064], [-3.2785, 0.1202, 2.1654], [4.6896, 0.7761, 1.8131], [-4.1155, -1.1826, -2.0985], [-1.8096, 2.4346, -1.5280], [5.2385, 1.7840, -0.3774], [-2.1981, 2.4705, 0.7015], [4.5667, -0.6124, -0.2492], [-3.5789, -0.7887, 0.0853], [-3.5838, 2.6402, 0.5713], [0.0317, 2.0287, -0.0912], [-4.4542, 1.0236, -1.1037], [-4.3429, 1.4081, 0.3746], [0.9478, 2.3196, -1.1018], [0.4765, 1.4430, 1.0914], [3.7744, -1.6563, 0.3619], [2.2873, 2.0168, -0.9447], [-1.5134, -2.1315, -0.0704], [-2.9973, -2.0891, 0.3297], [-4.0566, -0.4228, -1.1722], [2.7058, 1.4097, 0.2240], [-0.5222, -1.7439, 2.0480], [4.3782, -0.7240, -1.6785], [2.5373, -1.8435, -0.5369], [-1.4025, 2.3226, -0.3885], [-3.6743, 0.1940, 1.0260], [2.9328, -1.2126, -1.8844], [1.8169, 1.1349, 1.2443], [4.3777, -2.5693, 0.3847], [-3.9193, 3.1758, 1.3638], [0.5813, 2.7765, -2.0087], [-0.2066, 1.1872, 1.8862], [0.3731, -1.2560, 2.4284], [-3.1205, -2.3186, 1.3899], [-1.8421, 2.1940, 1.6097], [2.8809, -1.9315, -2.7000], [2.1943, 0.6918, 2.1526], [2.2982, -2.9003, -0.6436], [-1.4065, -1.7638, -1.0940], [-3.5421, -2.8145, -0.2788], [-5.3304, 1.5464, 0.8247], [2.2728, -0.3802, -2.1251], [5.0930, -1.4613, -2.0571], [-3.7374, 1.6129, -1.6866], [-1.3809, -1.4460, 2.6573], [3.5424, -1.3684, 1.3852], [3.0138, 2.2510, -1.7066], [4.5950, 0.2383, -2.1376], [-1.1804, -3.1797, -0.0288], [-0.3903, -2.8296, 2.1056], [1.6664, -1.3409, -0.1184], [-5.4422, 1.1799, -1.5316]], "forces_ev_per_angstrom": [[0.324, -0.118, 0.074], [-0.081, 0.166, 0.044], [0.023, 0.018, 0.178], [-0.341, -0.148, 0.019], [0.058, -0.140, -0.213], [0.134, 0.028, -0.152], [-0.273, -0.014, -0.281], [-0.171, -0.086, 0.480], [0.179, 1.079, 0.530], [0.158, -0.325, 0.054], [0.012, 0.173, 0.260], [0.389, -0.117, -0.051], [-0.077, 0.197, -0.150], [0.149, 0.068, -0.206], [-0.120, -0.030, 0.068], [0.053, 0.129, -0.190], [-0.328, -0.459, 0.387], [0.012, 0.102, -0.090], [-0.276, -0.159, -0.092], [0.422, -0.127, -0.006], [-0.226, 0.206, 0.036], [0.603, -0.191, 0.115], [-0.082, 0.019, -0.003], [-0.040, 0.078, -0.682], [0.000, -0.033, 0.039], [-0.194, 0.236, -0.037], [-0.138, 0.299, 0.055], [0.039, -0.046, -0.092], [0.001, -0.021, 0.204], [-0.036, 0.083, 0.069], [0.157, -0.123, -0.157], [-0.012, 0.014, -0.061], [-0.067, -0.068, 0.074], [0.028, -0.031, 0.075], [-0.047, -0.019, -0.100], [-0.181, -0.004, -0.230], [-0.031, 0.035, -0.058], [-0.033, -0.062, 0.141], [-0.068, -0.026, 0.041], [-0.053, -0.136, 0.028], [0.041, 0.039, 0.102], [0.123, -0.016, 0.011], [0.010, -0.059, -0.046], [-0.022, 0.102, 0.009], [-0.134, -0.134, 0.080], [0.043, -0.033, -0.010], [-0.014, -0.204, 0.065], [0.034, 0.063, -0.135], [0.060, -0.104, -0.180], [-0.015, 0.067, -0.037], [0.043, -0.018, 0.011], [-0.008, -0.062, 0.001], [-0.027, -0.090, 0.013]], "orbital_gap_ev": 9.598, "lumo_ev": 0.01, "smiles": "COCCN1C(=O)C[C@H](NNC(=O)c2ccc(S(=O)(=O)N3CCCC3)cc2)C1=O", "relative_energy_kj_mol": 22.2}

***

(2)
{"formula": "C52H80N3O3W", "method": "ωB97M-V with the def2-TZVPD basis set", "elements": ["W", "O", "O", "O", "N", "N", "N", "C", "C", "C", "C", "C", "C", "C", "C", "C", "C", "C", "C", "C", "C", "C", "C", "C", "C", "C", "C", "C", "C", "C", "C", "C", "C", "C", "C", "C", "C", "C", "C", "C", "C", "C", "C", "C", "C", "C", "C", "C", "C", "C", "C", "C", "C", "C", "C", "C", "C", "C", "C", "H", "H", "H", "H", "H", "H", "H", "H", "H", "H", "H", "H", "H", "H", "H", "H", "H", "H", "H", "H", "H", "H", "H", "H", "H", "H", "H", "H", "H", "H", "H", "H", "H", "H", "H", "H", "H", "H", "H", "H", "H", "H", "H", "H", "H", "H", "H", "H", "H", "H", "H", "H", "H", "H", "H", "H", "H", "H", "H", "H", "H", "H", "H", "H", "H", "H", "H", "H", "H", "H", "H", "H", "H", "H", "H", "H", "H", "H", "H", "H"], "positions_angstrom": [[-0.1091, -0.3412, 0.0862], [-2.0855, 0.6837, -0.2207], [-0.7463, -1.0605, -1.6206], [0.0533, -1.6178, 1.5465], [0.7551, 1.3046, -1.1554], [1.1616, 0.8306, 1.5796], [1.8719, -1.1978, -0.3491], [-0.7592, -1.4161, 5.6256], [-1.9613, -3.6483, 1.3887], [1.1908, 2.2331, 1.0893], [-1.2966, 6.9887, -0.2646], [1.5650, 2.2788, -0.3687], [-1.0788, -2.5940, -3.4280], [-0.7153, -3.7973, -4.0290], [-0.0334, -2.4468, 7.7733], [-4.3990, 1.5664, 2.2415], [-0.2757, -1.5425, 2.8637], [-1.8707, 0.1871, 1.1286], [-1.2518, -3.9234, 2.7264], [0.8118, -2.9006, -1.9423], [0.3761, -4.5730, -3.6453], [-3.5742, -2.6287, -3.3750], [-2.4376, -1.8178, 7.4519], [-0.3075, 2.0118, -1.9271], [-0.8916, -2.6355, 3.4922], [-3.4276, 2.6942, 0.1374], [-5.0255, 0.7429, -0.0757], [2.5411, -0.4185, -1.4421], [0.0599, -0.4032, 3.5839], [0.8889, -5.6657, -5.8453], [-0.7181, -0.0517, 7.7575], [-1.3382, 2.7468, -1.1120], [2.6614, -1.1249, 0.9099], [-1.1038, -2.5344, 4.8609], [-1.4417, 4.1187, -1.2598], [2.5524, 0.2437, 1.5765], [1.1425, -4.0793, -2.6071], [-2.4797, -0.4091, -3.6082], [-2.4888, 4.8284, -0.6817], [-2.1960, -4.8232, 3.5398], [-2.5691, 6.3466, -0.8418], [-3.4594, 4.0876, -0.0208], [1.6174, 0.5766, -2.1348], [-0.9890, -1.4234, 7.1363], [1.6696, -2.6199, -0.7242], [-2.3975, -1.9744, -5.4952], [0.6015, 0.8702, 2.9652], [-3.7789, 6.9375, -0.1160], [-2.3539, -1.8977, -3.9582], [-2.6800, 6.6880, -2.3350], [-0.3171, -2.1671, -2.3277], [-2.2924, 2.0603, -0.3649], [-5.8763, 2.8955, 0.7624], [1.9114, -6.5827, -3.7726], [0.0483, -4.6980, 2.4600], [0.6670, -5.9023, -4.3453], [-0.5313, -6.8439, -4.1479], [-0.1788, -0.3533, 4.9575], [-4.6433, 1.9747, 0.7677], [-1.7061, -5.2672, 4.4097], [-1.1792, 6.7334, 0.7926], [-0.2019, 1.6055, 2.9523], [1.3986, 3.2876, -0.7464], [-1.5631, -3.3705, 5.3692], [-2.6777, -2.8252, 7.1035], [-2.7567, 7.7709, -2.4664], [-0.3308, -7.8127, -4.6144], [-2.5342, -5.6472, 2.9088], [0.5539, -4.9338, 3.3994], [0.0876, 0.5555, 5.4904], [-2.6010, -1.7962, 8.5324], [-1.3424, -3.1112, 0.6743], [2.2155, 1.2813, -2.7177], [2.6433, -3.0962, -0.8827], [-6.7370, 2.3061, 1.0836], [1.3785, 1.2741, 3.6198], [-1.3519, 8.0776, -0.3491], [-3.7522, 6.7262, 0.9569], [-3.5690, -2.5718, -2.2817], [0.0105, -5.2219, -6.3205], [-3.0780, -4.2729, 3.8782], [-1.4423, -6.4386, -4.5949], [-4.7212, 6.5607, -0.5247], [1.8830, 2.8434, 1.6789], [-5.3389, 1.6171, 2.7944], [-6.0931, 3.2900, -0.2347], [1.0981, -6.6134, -6.3495], [-1.8072, 6.3446, -2.8960], [-3.2342, -1.3747, -5.8617], [-0.1633, -5.6360, 1.9363], [-0.6942, 4.6369, -1.8560], [1.7962, -6.8008, -2.7066], [2.9201, -1.1041, -2.1960], [-0.8019, 1.2629, -2.5386], [-0.1550, -2.4579, 8.8609], [2.0252, -4.6191, -2.2784], [2.6195, 2.0582, -0.5165], [0.1828, 2.7248, -2.5934], [-3.7769, 8.0223, -0.2412], [-2.5740, -0.2417, -2.5392], [-5.8607, 0.2215, 0.3994], [-3.1401, -1.1207, 6.9861], [-0.2276, -3.4558, 7.3989], [-3.5755, -3.6847, -3.6598], [3.2182, 0.9505, 1.0869], [0.7342, -4.1097, 1.8435], [-1.4767, -1.5789, -5.9327], [3.4030, 0.0940, -1.0194], [-3.5695, 6.2273, -2.7727], [-1.3544, 0.7220, 7.3157], [2.0770, -7.5303, -4.2894], [0.1894, 2.6397, 1.2106], [3.7147, -1.3434, 0.7150], [-4.0254, 0.5485, 2.3394], [-3.6976, 2.2438, 2.7342], [2.2820, -1.8860, 1.5775], [-5.7782, 3.7303, 1.4619], [1.2206, -3.0930, 0.1455], [-1.6231, 0.1526, -3.9958], [-0.7207, -7.0074, -3.0834], [0.9603, 0.0543, -2.8214], [-2.5769, -0.6101, 1.3488], [-1.9505, 0.9840, 1.8609], [1.7373, -4.9958, -6.0100], [-4.2084, 0.0336, -0.1936], [-0.3996, 6.6597, -0.7973], [-1.3226, -4.1547, -4.8512], [-4.3037, 4.6200, 0.3883], [-2.5451, -2.9878, -5.8711], [1.0063, -2.1958, 7.5458], [-2.8826, -3.0774, 1.5499], [2.8076, -5.9692, -3.9095], [-3.3747, -0.0133, -4.0948], [2.9110, 0.1416, 2.5994], [-4.5007, -2.1737, -3.7389], [-5.3475, 1.0551, -1.0732], [-0.9314, -0.0905, 8.8279], [0.3281, 0.2482, 7.6432], [-2.2387, -4.6018, 0.9330]], "forces_ev_per_angstrom": [[-1.206, 0.383, 0.294], [0.035, -0.014, 0.074], [0.481, -0.598, 0.200], [0.107, -0.045, -0.145], [0.232, -0.077, -0.086], [0.169, 0.003, -0.071], [0.336, -0.177, -0.191], [0.033, 0.007, -0.053], [-0.163, 0.043, 0.015], [0.011, -0.152, 0.092], [0.011, -0.033, 0.014], [-0.056, -0.060, -0.097], [-0.186, -0.033, -0.178], [0.011, 0.009, -0.105], [-0.001, -0.006, -0.018], [-0.067, 0.039, 0.033], [0.106, 0.131, -0.231], [0.342, 0.186, -0.051], [0.061, 0.060, -0.012], [0.174, 0.123, 0.137], [-0.131, 0.036, -0.055], [0.031, -0.036, 0.057], [-0.073, 0.023, -0.006], [-0.091, 0.003, 0.098], [-0.108, -0.250, 0.073], [-0.124, 0.080, 0.124], [-0.026, 0.020, 0.005], [-0.080, -0.004, 0.124], [0.120, 0.134, -0.071], [0.008, 0.041, -0.038], [0.008, 0.029, 0.010], [0.205, 0.030, -0.165], [-0.024, 0.115, -0.067], [-0.089, -0.056, -0.024], [0.054, 0.126, 0.010], [-0.181, -0.001, -0.012], [0.137, 0.033, -0.066], [-0.066, 0.017, -0.054], [-0.019, -0.028, 0.038], [0.084, 0.037, 0.030], [0.033, -0.013, 0.035], [-0.020, 0.024, 0.057], [0.042, -0.021, 0.109], [0.069, -0.034, 0.008], [0.066, -0.026, -0.052], [-0.025, -0.048, -0.023], [-0.032, -0.125, -0.033], [-0.028, 0.017, -0.013], [0.028, -0.003, 0.046], [-0.027, 0.043, -0.030], [-0.103, 0.247, 0.279], [0.022, -0.218, 0.056], [0.008, 0.014, -0.011], [0.033, 0.003, 0.015], [0.048, -0.006, -0.040], [-0.017, 0.031, 0.028], [-0.017, 0.002, 0.024], [-0.020, 0.068, -0.005], [0.030, -0.051, -0.077], [-0.013, 0.073, -0.017], [-0.005, 0.031, -0.063], [-0.046, 0.017, -0.051], [-0.017, 0.045, -0.065], [0.020, 0.000, -0.016], [0.024, 0.080, 0.022], [0.013, -0.072, 0.002], [-0.014, 0.069, 0.024], [0.025, 0.026, 0.027], [-0.016, -0.010, -0.040], [-0.004, -0.119, -0.040], [0.004, -0.006, -0.054], [-0.040, -0.076, 0.043], [0.029, 0.094, -0.002], [0.070, 0.043, 0.000], [0.020, 0.040, -0.016], [0.041, 0.058, 0.050], [0.001, -0.083, -0.003], [-0.006, 0.014, -0.069], [-0.014, -0.002, -0.076], [0.055, -0.026, 0.035], [0.031, -0.049, -0.031], [0.053, -0.015, 0.027], [0.068, 0.030, 0.041], [0.062, 0.002, 0.036], [0.005, -0.027, -0.039], [0.047, -0.020, 0.085], [-0.017, 0.060, 0.037], [-0.056, 0.015, 0.032], [0.043, -0.044, 0.016], [0.007, 0.078, 0.034], [-0.082, -0.063, 0.036], [0.019, -0.001, -0.080], [0.073, -0.114, -0.060], [0.018, -0.079, 0.024], [-0.004, -0.003, -0.090], [-0.098, 0.058, 0.002], [0.032, -0.024, -0.015], [0.033, 0.046, -0.061], [-0.013, -0.046, 0.013], [-0.001, 0.041, -0.072], [0.023, 0.059, -0.019], [0.034, -0.047, 0.035], [0.018, 0.070, 0.031], [0.007, 0.075, 0.023], [0.029, 0.067, -0.022], [-0.059, -0.064, 0.084], [-0.056, -0.013, 0.014], [0.044, 0.029, 0.063], [0.055, 0.028, 0.015], [0.052, -0.058, 0.049], [-0.002, 0.041, 0.026], [-0.073, 0.007, 0.037], [0.054, -0.003, -0.062], [-0.040, 0.114, 0.005], [-0.045, 0.002, 0.007], [-0.085, -0.129, 0.036], [-0.013, -0.063, -0.051], [-0.042, 0.028, 0.074], [-0.041, -0.033, 0.027], [0.002, -0.008, -0.065], [-0.095, -0.032, -0.043], [-0.084, -0.099, -0.090], [-0.009, 0.075, -0.046], [-0.045, -0.038, -0.004], [-0.087, 0.029, 0.027], [-0.068, 0.016, 0.040], [0.027, 0.011, 0.066], [0.028, -0.054, -0.031], [0.007, 0.056, 0.024], [-0.057, -0.022, 0.030], [0.060, -0.042, -0.024], [-0.066, -0.053, 0.013], [0.035, -0.025, -0.041], [-0.004, 0.031, 0.096], [0.069, -0.027, 0.019], [0.018, -0.029, 0.037], [0.011, 0.013, -0.049], [-0.085, -0.023, 0.008], [-0.022, 0.024, 0.027]], "orbital_gap_ev": [7.391, 7.392], "charge": 1, "lumo_ev": [-1.91, -1.91]}

***

(3)
{"formula": "C19H19N8PdS2", "method": "ωB97M-V with the def2-TZVPD basis set", "elements": ["Pd", "S", "S", "N", "N", "N", "N", "N", "N", "N", "N", "C", "C", "C", "C", "C", "C", "C", "C", "C", "C", "C", "C", "C", "C", "C", "C", "C", "C", "C", "H", "H", "H", "H", "H", "H", "H", "H", "H", "H", "H", "H", "H", "H", "H", "H", "H", "H", "H"], "positions_angstrom": [[0.8886, -1.6789, -0.0004], [-1.3463, -1.4266, 0.2481], [-3.0705, -2.8324, 2.1259], [-1.8504, 5.5471, -0.5303], [-0.4906, -3.3460, 1.9765], [-1.0506, 3.8830, -1.6276], [-0.8437, 5.1603, -1.1989], [1.2701, 0.2898, -0.6258], [0.6929, -3.0495, 1.3971], [0.6146, 2.2029, -1.4465], [2.8620, -2.3867, 0.0834], [-2.9410, 2.2171, -1.2793], [-1.4762, -2.6314, 1.5118], [-2.7703, 4.5193, -0.4737], [1.1065, 2.4615, -0.1820], [-4.7023, 3.2595, 0.0438], [0.2628, 0.1332, -2.8805], [3.9122, -2.1276, -0.6817], [1.7999, -3.3919, 1.9511], [0.7175, 0.8827, -1.6800], [3.0353, -3.0211, 1.2677], [-4.1692, 2.1612, -0.6565], [-2.8733, -4.1538, 3.3367], [-4.0179, 4.4490, 0.1474], [-2.2561, 3.4271, -1.1753], [-0.0066, 3.1980, -2.3149], [5.3975, -3.0344, 0.9489], [5.2062, -2.4419, -0.2845], [4.2941, -3.3433, 1.7358], [1.4984, 1.2658, 0.3184], [3.7111, -1.6470, -1.6298], [-1.9218, -4.0446, 3.8470], [0.7235, 3.9469, -2.6156], [-0.3892, 2.6857, -3.1967], [1.9511, 1.0481, 1.2694], [-4.7434, 1.2456, -0.7058], [1.7857, -3.9571, 2.8761], [-2.5430, 1.3628, -1.8107], [-5.6724, 3.1574, 0.5102], [1.1227, 3.4557, 0.2293], [0.5531, -0.8821, -2.6385], [6.3943, -3.2723, 1.2938], [6.0372, -2.2124, -0.9348], [4.4056, -3.8428, 2.6878], [0.7510, 0.4449, -3.8029], [-3.6911, -4.0375, 4.0442], [-4.4174, 5.2975, 0.6847], [-0.8175, 0.1843, -3.0173], [-2.9330, -5.1255, 2.8545]], "forces_ev_per_angstrom": [[0.406, 0.487, 0.455], [0.152, 0.099, 0.098], [-0.141, 0.064, 0.077], [0.017, 0.099, 0.037], [-0.388, -0.171, 0.305], [-0.021, -0.041, -0.081], [0.046, 0.006, 0.008], [-0.586, -0.267, -0.630], [0.133, 0.068, -0.363], [0.060, -0.017, 0.017], [0.008, 0.281, 0.213], [-0.040, -0.066, -0.001], [0.241, -0.215, -0.162], [0.022, -0.194, -0.084], [0.044, -0.032, -0.018], [-0.022, 0.077, 0.042], [0.127, 0.142, 0.262], [0.110, 0.090, 0.055], [-0.262, -0.149, 0.110], [0.027, 0.048, 0.183], [0.097, -0.231, -0.253], [0.063, -0.048, -0.053], [0.025, 0.005, -0.002], [-0.038, -0.014, 0.013], [-0.021, 0.186, 0.097], [-0.025, 0.025, -0.009], [0.005, -0.010, 0.013], [-0.046, -0.018, -0.050], [-0.018, -0.086, -0.013], [0.173, 0.170, 0.002], [0.004, 0.070, 0.037], [-0.014, 0.015, 0.025], [-0.007, -0.002, 0.004], [0.011, -0.012, 0.014], [-0.056, -0.022, 0.025], [0.006, -0.007, -0.002], [0.042, 0.032, 0.023], [-0.004, -0.003, -0.006], [-0.002, 0.007, 0.002], [-0.002, 0.012, -0.006], [-0.179, -0.370, -0.419], [0.002, -0.006, 0.004], [0.004, -0.003, -0.006], [0.004, 0.010, 0.013], [0.040, 0.052, 0.037], [-0.023, -0.015, -0.023], [-0.003, 0.004, 0.003], [0.000, -0.052, 0.015], [0.031, 0.001, -0.008]], "orbital_gap_ev": 7.261, "charge": 1, "lumo_ev": -4.05, "relative_energy_kj_mol": 33.2}

***

Q: Which formula does entry 2 have?
A: C52H80N3O3W

***

Q: Number 1 is which compound?
A: C18H24N4O6S